ORCA calculation (the ωB97M-V functional and the def2-TZVPD basis) on 20 unconnected molecules or ions with the total composition C6H49FO22.

XYZ file:
```
78
Properties=species:S:1:pos:R:3:forces:R:3:mulliken_charge:R:1
C 0.077949 0.775767 -0.350487 -0.6 0.0 0.0 -0.879
O -1.286525 0.582839 0.023294 0.3 -0.3 0.0 -0.191
C -1.557081 -0.822569 0.024930 0.0 0.7 0.1 -0.025
C -2.793655 -1.029517 0.887930 -0.1 0.3 0.4 0.277
C -4.042673 -0.280719 0.387754 0.9 -0.6 0.1 -0.553
C -4.567726 -0.703811 -0.964969 1.1 0.7 1.1 0.157
O -5.700787 -0.740101 -1.199839 -2.6 -0.2 -0.8 -0.462
F -3.704228 -1.008056 -1.968431 0.5 0.1 0.2 -0.174
O -3.147160 -2.384242 1.138479 0.4 0.1 -0.2 -0.454
C -2.643735 -3.335747 0.201679 -0.6 -0.5 0.0 -0.784
H 0.208935 1.782784 -0.733754 0.0 0.0 0.1 0.383
H 0.323655 0.067414 -1.147014 0.3 0.2 0.0 0.400
H 0.725777 0.636736 0.517278 0.1 -0.1 -0.1 0.068
H -0.706067 -1.353052 0.461807 -0.1 -0.1 0.0 0.539
H -1.671246 -1.116497 -1.019060 0.1 -0.4 0.2 -0.331
H -2.556668 -0.588244 1.870209 0.0 -0.1 -0.3 0.177
H -4.833535 -0.525855 1.094710 -0.1 0.0 -0.1 0.325
H -3.898399 0.799280 0.460971 0.2 0.0 -0.4 0.465
H -2.900294 -3.073238 -0.824949 0.3 0.1 0.0 0.333
H -1.579739 -3.548199 0.329324 0.0 0.3 -0.1 0.340
H -3.153838 -4.271238 0.407739 -0.1 0.1 0.1 0.361
O 2.579506 1.821894 -1.252415 0.3 0.1 -0.1 -0.559
H 2.775894 2.667479 -1.670008 -0.1 0.0 0.0 0.270
H 3.407208 1.561209 -0.828660 -0.1 -0.1 0.2 0.285
O -1.143337 -1.854891 -3.511135 -0.2 -0.1 0.0 -0.575
H -1.213940 -1.661346 -4.452640 0.0 0.0 0.0 0.275
H -1.932477 -1.449120 -3.127020 0.1 0.0 0.0 0.332
O 4.182194 0.502337 0.993130 0.0 0.1 -0.1 -0.616
H 4.057320 0.792743 1.910004 0.0 -0.1 0.1 0.223
H 4.151925 -0.459063 1.050196 0.0 0.0 0.0 0.307
O -1.992536 -4.867516 -2.494766 0.2 -0.1 0.1 -0.687
H -1.790874 -4.029479 -2.928736 0.0 0.1 -0.1 0.269
H -1.188870 -5.067035 -1.999240 0.0 0.1 0.0 0.352
O 6.616571 2.000117 0.183896 -0.3 -0.1 -0.1 -0.601
H 5.839116 1.437566 0.326339 -0.1 0.0 0.2 0.269
H 7.056088 1.616165 -0.582150 0.1 0.0 0.1 0.336
O -1.053951 3.280990 -2.630730 0.0 -0.1 0.4 -0.655
H -1.175526 2.556238 -2.008227 0.0 0.0 0.0 0.380
H -1.858685 3.281151 -3.160744 0.2 0.0 -0.3 0.311
O -8.949532 0.023583 -0.952672 0.0 0.0 0.0 -0.664
H -8.758114 0.688143 -0.278335 0.0 -0.1 0.0 0.363
H -8.093886 -0.384413 -1.124187 0.0 0.0 0.0 0.345
O -2.408610 -7.780855 -2.869888 0.1 -0.1 0.1 -0.639
H -2.260072 -7.607605 -3.804174 0.0 0.0 0.0 0.297
H -2.317065 -6.912068 -2.458162 -0.2 0.0 -0.2 0.383
O 1.001640 -2.818848 -1.245401 0.1 0.0 0.0 -0.585
H 1.066469 -2.647094 -2.191922 -0.2 0.0 0.0 0.314
H 1.234836 -1.977116 -0.839691 0.0 0.0 0.0 0.262
O 1.985675 1.021373 3.043300 0.2 -0.1 -0.1 -0.633
H 1.791956 1.254510 2.128378 -0.1 0.2 0.1 0.275
H 1.251766 1.409581 3.530335 0.0 0.0 -0.1 0.317
O 5.383877 0.617118 3.951114 0.0 -0.1 0.0 -0.604
H 6.336531 0.705010 3.836685 0.0 0.1 -0.1 0.320
H 5.177510 1.225257 4.669066 0.0 0.0 0.0 0.310
O 9.259274 2.752809 -0.454257 0.0 0.3 -0.1 -0.667
H 9.131261 2.980437 -1.382258 0.1 0.1 0.0 0.329
H 8.495931 3.142378 -0.007853 0.0 -0.2 0.0 0.354
O -1.843876 3.286324 -5.315286 -0.3 0.1 -0.2 -0.635
H -1.007265 3.434603 -5.768096 0.0 0.0 0.2 0.316
H -2.430969 3.962419 -5.671308 0.0 -0.1 0.0 0.319
O 10.147779 5.815511 -0.046183 -0.1 -0.1 0.1 -0.643
H 10.015831 6.116507 0.858570 0.0 0.0 -0.1 0.314
H 10.123989 4.851955 0.018096 0.1 0.0 -0.1 0.336
O -2.693506 -0.141529 4.343063 0.0 -0.1 0.1 -0.602
H -2.771485 0.187147 5.245118 0.0 0.1 -0.1 0.285
H -2.789730 -1.096021 4.436342 0.0 0.0 -0.1 0.301
O -2.540457 -5.642231 2.230424 0.0 -0.2 0.2 -0.570
H -2.599620 -5.262836 3.113391 0.0 0.0 -0.1 0.287
H -2.659405 -6.588079 2.369533 0.0 0.0 -0.1 0.289
O 5.431897 3.416345 2.914632 0.0 0.0 -0.1 -0.614
H 4.657677 2.861231 3.055224 0.0 0.0 0.0 0.313
H 5.862749 3.022989 2.146724 0.1 0.1 -0.1 0.330
O 0.061419 3.087431 1.931643 -0.1 0.1 0.0 -0.557
H -0.116478 3.306986 1.010429 0.1 0.0 0.0 0.277
H -0.674631 3.480834 2.412000 0.0 0.0 0.0 0.287
O -7.466922 1.604761 1.168898 0.1 0.0 0.0 -0.648
H -6.649280 1.581118 0.659582 -0.1 0.0 0.0 0.324
H -7.295756 1.029141 1.922401 -0.1 0.0 0.0 0.324
```
Forces are in eV/Å.

Calculated values
- charge = 0
- orbital gap (eV) = 9.9

***

ORCA calculation (the ωB97M-V functional and the def2-TZVPD basis) on a single C6H4BF5O2 molecule.

XYZ file:
```
18
Properties=species:S:1:pos:R:3:forces:R:3:nbo_charge:R:1
B 0.219352 2.043021 -1.218400 0.8 -0.7 0.0 1.065
C 0.432038 -2.157784 1.012046 2.2 1.8 0.9 0.286
C 1.310703 -1.090099 1.118331 -3.1 -0.7 -0.7 0.270
C -0.912068 -2.245498 0.455455 -0.5 1.6 1.0 0.329
C 1.024088 0.189597 0.439696 1.4 -0.8 -0.5 0.246
C -1.763366 -1.212120 0.413315 3.4 0.3 -0.3 -0.418
C 0.527888 0.455049 -0.772701 0.1 3.1 0.3 0.081
O 1.198634 2.933317 -1.576221 0.8 1.8 0.9 -0.920
O -1.070429 2.412045 -1.302565 -0.7 -1.6 0.8 -0.870
F 0.691872 -3.183060 1.815320 0.3 -0.7 0.2 -0.297
F 2.224807 -1.032047 2.091772 0.0 -0.4 -0.5 -0.286
F -1.344217 -3.507465 0.362259 0.0 -0.1 -0.3 -0.308
F 1.534650 1.238379 1.113469 -0.2 0.3 0.2 -0.312
F 0.047219 -0.465317 -1.580326 -0.2 -0.9 -0.5 -0.301
H -1.428010 -0.150043 0.402003 -0.5 -1.3 0.4 0.228
H -2.703630 -1.467322 0.162035 -3.3 -0.4 -0.8 0.208
H 1.158592 3.933375 -1.371141 -0.3 -2.7 -0.6 0.514
H -1.148123 3.305972 -1.564347 -0.4 1.5 -0.5 0.488
```
Forces are in eV/Å.

Calculated values
- charge = 0
- orbital gap (eV) = 8.6
- SMILES string = C=C(F)/C(F)=C(F)\C(F)=C(/F)B(O)O
- energy relative to the best compared isomer or geometry (same formula, charge and spin) (kcal/mol) = 19.2

***

ORCA calculation (the ωB97M-V functional and the def2-TZVPD basis) on a molecular structure, C6H4Cl2N2O3PmY.

XYZ file:
```
19
Properties=species:S:1:pos:R:3:forces:R:3:lowdin_spin:R:1
Y -1.131363 -0.493574 -3.944041 -4.5 -1.7 2.3 0.000
Pm 1.316400 0.936516 0.161054 -1.1 -1.4 -0.1 4.045
Cl -0.889416 -2.555529 -2.658609 0.1 1.8 -0.9 0.000
Cl -0.842338 2.005745 -0.637213 1.0 -0.5 -0.6 -0.020
C 2.005212 2.929658 1.370269 2.7 7.3 4.3 -0.008
C 0.364358 -1.276929 -5.431030 8.5 -3.4 -4.5 0.000
C 0.790509 0.838235 -3.976572 6.7 5.5 -2.4 0.000
O 2.361474 3.897332 1.920146 -2.1 -5.7 -3.2 0.001
O 1.407653 -1.610618 -5.852439 -6.5 1.9 2.3 0.000
O 1.658104 1.531695 -4.345649 -4.9 -4.0 2.3 0.000
N -1.326889 -0.140695 3.203878 0.8 -0.4 -0.6 0.001
C -1.054686 -1.505646 3.093053 -0.9 -0.6 0.5 -0.003
C -0.169732 -1.678584 2.085282 0.1 1.1 -0.9 0.000
N 0.092533 -0.394378 1.525907 0.5 -0.1 0.9 -0.016
C -0.575295 0.491356 2.290130 -1.3 -0.1 0.2 -0.001
H -2.052961 0.278402 3.797128 0.5 -0.1 -0.1 0.000
H -1.577993 -2.275094 3.699499 0.5 0.8 -0.4 0.000
H 0.285193 -2.542159 1.621240 -0.2 -0.1 0.4 0.000
H -0.660771 1.564269 2.077958 -0.1 -0.4 0.3 0.000
```
Forces are in eV/Å.

Calculated values
- charge = +4
- expectation value of S² = 6.006
- orbital gap (alpha / beta) (eV) = 5.2 / 5.2
- spin multiplicity = 5